Molecular formula: C29H50N7O10
Method: DFT, ωB97M-V/def2-TZVPD

Values from the calculation:
Lowest unoccupied orbital energy (eV): 1.6
HOMO level (Ha): -0.14237

The geometry in ORCA input format:
```
! RIJCOSX wB97M-V def2-TZVPD def2/J DEFGRID3
* xyz -1 1
O -1.219 -3.822 3.568
O 2.736 2.135 0.030
O -5.748 -1.716 -1.870
O 2.504 3.418 4.361
O -5.420 -1.315 0.313
O -4.190 1.386 -5.383
O -1.994 0.428 -4.426
O -4.367 -3.303 0.767
O -5.579 0.097 -4.289
O 4.304 -2.911 -3.441
N 6.160 -2.319 -2.255
N -3.305 0.161 -2.333
N 4.368 4.075 5.502
N -1.965 3.120 -0.423
N -2.640 -5.576 3.904
N 2.202 4.120 1.024
N -4.569 -2.244 -6.141
C -3.520 -1.663 -5.707
C -2.192 1.926 -0.997
C -3.120 -6.608 4.798
C -0.761 0.532 -3.730
C -2.898 4.071 -0.661
C 2.476 5.533 1.158
C -0.284 -0.665 -2.847
C 5.134 -3.141 -2.586
C -1.666 -4.709 4.268
C -4.974 -1.331 -1.071
C 7.115 -2.658 -1.222
C -4.383 0.497 -4.526
C 1.775 -1.268 -1.322
C 4.486 5.312 4.752
C -3.109 -0.116 -3.732
C 3.348 3.230 5.213
C 6.303 -1.058 -2.961
C -3.476 -0.885 -1.363
C -4.036 3.786 -1.502
C 1.129 3.534 1.813
C -3.274 1.493 -1.866
C 1.234 -0.334 -2.459
C 5.340 3.783 6.535
C -4.309 2.513 -2.127
C -3.873 -1.527 2.301
C -3.176 -1.665 -4.157
C 2.913 3.328 0.190
C -3.222 -5.467 2.574
C -4.584 -2.161 1.055
H 5.400 -0.461 -2.819
H 0.655 4.293 2.432
H 2.714 -0.841 -0.875
H -2.955 -7.586 4.340
H 2.738 5.751 2.197
H -3.662 -4.478 2.453
H 1.583 6.100 0.882
H -5.075 -2.682 -5.361
H 8.118 -2.694 -1.655
H 6.882 -3.628 -0.783
H 0.040 0.659 -4.516
H 3.301 5.831 0.511
H -0.208 -1.625 -3.425
H 1.026 -1.302 -0.492
H 3.700 3.876 -0.358
H -4.761 4.614 -1.687
H 5.347 5.882 5.095
H 1.839 -0.405 -3.396
H -2.796 -1.332 2.059
H -0.749 1.520 -3.182
H -3.956 -2.166 3.210
H 1.257 0.737 -2.123
H -2.596 -6.569 5.753
H -2.820 -1.789 -1.483
H 4.598 5.080 3.691
H 6.338 3.745 6.090
H 7.167 -0.511 -2.587
H -1.415 1.149 -0.774
H 5.114 -4.070 -1.992
H 1.539 2.750 2.445
H -2.886 -1.149 -6.463
H 5.311 4.572 7.291
H 6.426 -1.254 -4.028
H 3.577 5.903 4.885
H -2.790 5.086 -0.213
H 0.390 3.094 1.140
H -2.436 -5.592 1.828
H 7.085 -1.896 -0.439
H -0.804 -0.781 -1.868
H -4.017 -2.209 -3.673
H -4.190 -6.464 4.972
H 3.349 2.321 5.838
H 5.126 2.827 7.010
H -5.189 2.260 -2.755
H -2.189 -2.177 -4.080
H -3.141 -0.459 -0.369
H -1.297 -4.881 5.294
H -4.337 -0.529 2.507
H -3.988 -6.228 2.431
H 1.962 -2.309 -1.686
*
```

---

Molecular formula: C39H39CsN6O3S2
Method: DFT, ωB97M-V/def2-TZVPD

Values from the calculation:
ΔE to the lowest compared entry with this formula, charge and spin (kcal per mole): 3.4
Lowest unoccupied orbital energy (eV): 3.7
HOMO level (Ha): -0.04619

The geometry in ORCA input format:
```
! RIJCOSX wB97M-V def2-TZVPD def2/J DEFGRID3
* xyz -2 1
Cs -0.928 -0.466 0.072
S -1.584 1.927 -2.210
S 3.883 -5.284 4.916
O -1.677 1.888 -0.764
O -2.809 2.390 -2.872
O 2.763 -4.454 7.177
N 2.103 0.661 1.627
N -0.958 0.619 -2.745
N -0.505 -1.217 -4.028
N -0.255 1.333 2.925
N 2.430 -0.861 -0.622
N -5.001 1.848 -1.364
C -0.347 3.157 -2.535
C -2.624 -0.168 -4.409
C -2.041 -2.770 1.592
C -1.380 -0.236 -3.736
C 4.954 -5.365 7.430
C 0.824 2.256 2.901
C 5.353 -1.989 1.437
C -0.283 3.778 -3.772
C 3.210 -0.109 1.555
C -0.827 -2.109 -4.963
C 1.685 4.985 -3.048
C 2.397 -4.635 4.207
C -2.009 -2.107 -5.680
C 1.167 -5.232 4.474
C 0.023 -4.757 3.852
C -1.098 -3.231 2.250
C 2.342 -1.949 -1.569
C 2.476 -3.572 3.314
C 2.980 4.046 2.850
C 3.371 -0.989 0.435
C 0.709 3.541 3.418
C -1.565 1.868 3.206
C -6.003 1.592 -0.837
C 0.590 3.437 -1.549
C 2.052 1.839 2.291
C 1.770 4.453 3.391
C 1.601 4.347 -1.812
C 4.206 -0.186 2.558
C 3.711 -4.975 6.652
C 4.404 -1.914 0.410
C 0.008 0.128 3.705
C 2.536 0.427 -1.302
C 2.782 5.988 -3.312
C -2.922 -1.101 -5.377
C 0.073 -3.691 2.936
C 0.733 4.692 -4.021
C 5.252 -1.103 2.499
C 3.118 2.766 2.322
C 1.329 -3.112 2.687
H -0.047 0.316 4.789
H 3.453 0.473 -1.913
H 1.112 -6.060 5.170
H -0.730 -0.641 3.455
H 3.823 4.729 2.821
H 2.878 6.196 -4.379
H 1.522 -1.732 -2.257
H 5.970 -1.143 3.312
H 3.743 5.622 -2.946
H 6.148 -2.725 1.395
H 5.702 -5.835 6.791
H -0.229 3.851 3.864
H -0.937 -5.216 4.057
H 0.788 5.181 -4.989
H -1.786 2.699 2.533
H 4.115 0.470 3.418
H 4.491 -2.588 -0.433
H 4.059 2.468 1.873
H -1.682 2.216 4.247
H -2.304 1.080 3.041
H -1.026 3.547 -4.527
H 2.577 6.933 -2.803
H 4.663 -6.047 8.227
H 1.402 -2.289 1.986
H 3.246 -2.090 -2.189
H -3.324 0.612 -4.151
H -4.123 2.069 -1.870
H 2.133 -2.886 -1.048
H 1.676 0.578 -1.959
H -2.212 -2.863 -6.427
H 0.529 2.943 -0.584
H 1.645 5.449 3.797
H -3.875 -1.052 -5.891
H 2.560 1.222 -0.559
H 0.995 -0.254 3.464
H 3.429 -3.109 3.095
H 5.375 -4.469 7.886
H 2.334 4.556 -1.041
H -0.082 -2.881 -5.143
*
```

---

Molecular formula: C4H10NO
Method: DFT, ωB97M-V/def2-TZVPD

Values from the calculation:
ΔE to the lowest compared entry with this formula, charge and spin (kcal per mole): 26.9
Lowest unoccupied orbital energy (eV): 4.1
HOMO level (Ha): -0.09794

The geometry in ORCA input format:
```
! RIJCOSX wB97M-V def2-TZVPD def2/J DEFGRID3
* xyz -1 1
O -1.374 -0.369 -1.603
N 0.178 -1.607 0.206
C -0.130 -0.568 1.206
C 1.072 0.258 1.537
C 1.052 1.502 2.006
C -0.832 0.243 -2.690
H -0.289 -1.254 -0.682
H 1.907 1.967 2.480
H -0.536 -0.996 2.126
H -0.250 1.167 -2.452
H -0.353 -2.435 0.455
H -1.592 0.578 -3.439
H -0.119 -0.391 -3.272
H 2.017 -0.277 1.462
H -0.919 0.064 0.776
H 0.166 2.116 1.883
*
```

---

Molecular formula: C17H21IN3O5S4Ti
Method: DFT, ωB97M-V/def2-TZVPD

Values from the calculation:
ΔE to the lowest compared entry with this formula, charge and spin (kcal per mole): 22.5
Lowest unoccupied orbital energy (alpha / beta) (eV): 3.1 / 3.1
HOMO level (alpha / beta) (Ha): -0.03156 / -0.03146

The geometry in ORCA input format:
```
! RIJCOSX wB97M-V def2-TZVPD def2/J DEFGRID3
* xyz -2 2
I 7.484 -0.048 -5.306
Ti -0.160 0.274 -1.191
S -1.174 -2.218 2.569
S -1.938 -0.004 -3.188
S -1.095 1.806 -3.170
S -0.347 -2.402 -0.907
O -2.034 2.826 -3.611
O 1.050 -0.505 -2.378
O 1.685 1.329 -1.427
O -0.840 1.994 -1.674
O 0.158 1.791 -3.904
N -2.018 0.032 -0.138
N -0.600 1.866 1.125
N 0.977 -0.246 0.621
C -1.525 -3.380 -0.002
C 4.109 1.389 -2.973
C 3.185 0.340 -3.010
C -3.035 -5.302 -0.230
C 0.394 1.547 2.123
C -2.728 -4.294 1.911
C -2.151 -4.380 -0.763
C 3.519 -0.829 -3.705
C 1.556 0.813 1.450
C -1.834 -3.344 1.397
C -3.321 -5.265 1.125
C 1.926 0.423 -2.281
C -2.003 1.809 1.482
C 4.746 -0.960 -4.321
C 5.335 1.274 -3.599
C 5.652 0.090 -4.248
C -2.785 1.191 0.317
H 0.771 2.422 2.678
H 2.119 1.496 0.811
H 6.046 2.089 -3.571
H 3.838 2.295 -2.448
H -2.097 1.147 2.346
H 2.792 -1.632 -3.731
H 2.223 0.411 2.226
H 0.343 -0.831 1.199
H -0.365 2.650 0.532
H -2.941 -4.255 2.973
H 5.018 -1.877 -4.827
H -3.496 -6.047 -0.870
H 1.701 -0.859 0.260
H -2.541 -0.491 -0.833
H -0.064 0.856 2.834
H -4.001 -5.985 1.569
H -3.787 0.902 0.659
H -1.861 -0.573 0.682
H -2.433 2.788 1.749
H -1.919 -4.413 -1.820
H -2.879 1.907 -0.501
*
```

---

Molecular formula: C26H66N2O16
Method: DFT, ωB97M-V/def2-TZVPD

Values from the calculation:
ΔE to the lowest compared entry with this formula, charge and spin (kcal per mole): 90.4
SMILES: C[N+](=O)[O-].C[N+](=O)[O-].COCCOC.COCCOC.COCCOC.COCCOC.COCCOC.COCCOC
Lowest unoccupied orbital energy (eV): -0.3
HOMO level (Ha): -0.34683

The geometry in ORCA input format:
```
! RIJCOSX wB97M-V def2-TZVPD def2/J DEFGRID3
* xyz 0 1
O 11.223 -10.550 8.874
O 8.883 -11.610 7.840
O 11.920 -7.860 4.340
O 18.992 -4.298 9.223
O 12.654 -6.390 12.102
O 8.215 -4.613 11.912
O 17.721 -1.069 8.225
O 5.993 -2.916 13.189
O 8.970 -6.847 7.709
O 17.469 -2.726 14.221
O 19.212 -10.245 9.989
O 13.468 -7.330 10.362
O 17.304 -5.563 16.442
O 16.979 -8.462 11.567
O 14.212 -7.528 6.055
O 8.505 -8.564 8.958
N 9.139 -7.536 8.711
N 13.639 -6.660 11.355
C 18.772 -5.632 8.670
C 17.931 -3.452 15.372
C 15.037 -6.632 6.813
C 18.281 -5.555 17.451
C 12.858 -7.315 6.464
C 17.886 -3.452 9.313
C 10.805 -8.317 3.544
C 10.021 -11.441 7.009
C 16.832 -9.408 10.457
C 11.321 -11.475 7.844
C 17.764 0.338 8.529
C 4.616 -2.893 13.477
C 8.144 -4.064 13.217
C 7.762 -12.016 7.084
C 6.699 -4.068 13.749
C 20.213 -11.253 10.051
C 10.355 -7.232 9.534
C 9.510 -4.828 11.422
C 12.197 -10.659 9.863
C 17.653 -1.306 14.199
C 18.307 -8.086 11.955
C 17.944 -1.888 9.401
C 17.673 -4.913 15.201
C 11.925 -8.235 5.710
C 17.849 -10.717 10.302
C 14.972 -5.972 11.551
H 17.752 -5.802 18.371
H 10.938 -7.981 6.095
H 12.730 -7.551 7.520
H 4.271 -1.948 13.056
H 6.855 -12.233 7.649
H 16.966 0.690 9.183
H 9.981 -7.650 3.798
H 4.541 -2.799 14.561
H 18.490 -5.488 14.764
H 17.187 -1.582 10.123
H 18.699 -7.541 11.096
H 16.786 -5.047 14.583
H 17.022 -0.884 14.981
H 11.390 -12.475 8.274
H 9.977 -10.595 6.322
H 11.113 -8.252 2.501
H 15.214 -5.988 12.613
H 8.775 -4.528 13.975
H 16.738 -9.037 9.436
H 10.028 -5.658 11.904
H 12.250 -11.257 7.318
H 7.989 -12.888 6.471
H 12.510 -6.287 6.356
H 12.171 -9.291 5.827
H 10.805 -6.239 9.552
H 17.834 -11.443 11.116
H 17.297 -3.206 16.224
H 17.286 -3.520 8.406
H 10.109 -7.545 10.549
H 9.487 -4.996 10.346
H 18.637 0.664 9.094
H 10.413 -9.316 3.733
H 20.078 -11.732 9.081
H 11.968 -11.626 10.312
H 14.710 -5.593 6.770
H 10.140 -3.939 11.466
H 15.721 -6.523 10.982
H 15.827 -9.804 10.599
H 6.099 -4.916 13.417
H 4.085 -3.626 12.870
H 17.309 -0.908 13.244
H 20.014 -11.986 10.833
H 12.006 -9.882 10.603
H 18.800 -4.606 17.587
H 6.639 -4.069 14.837
H 13.229 -10.572 9.523
H 8.482 -3.029 13.170
H 18.940 -8.919 12.263
H 17.295 -3.796 10.162
H 16.091 -6.657 6.539
H 10.049 -12.314 6.358
H 17.681 -11.363 9.441
H 7.410 -11.164 6.501
H 14.999 -6.875 7.875
H 17.914 -6.151 9.098
H 14.891 -4.937 11.218
H 18.900 -1.558 9.809
H 11.077 -7.927 9.106
H 18.992 -6.324 17.150
H 19.677 -6.233 8.760
H 18.979 -3.266 15.606
H 17.834 0.906 7.602
H 21.209 -10.812 10.013
H 18.206 -7.500 12.869
H 18.688 -0.965 14.189
H 18.527 -5.579 7.610
*
```

---

Molecular formula: C55H48N9OP2RuSe2Te
Method: DFT, ωB97M-V/def2-TZVPD

Values from the calculation:
Lowest unoccupied orbital energy (alpha / beta) (eV): -5.6 / -8.4
HOMO level (alpha / beta) (Ha): -0.41489 / -0.41486

The geometry in ORCA input format:
```
! RIJCOSX wB97M-V def2-TZVPD def2/J DEFGRID3
* xyz 2 6
Te -2.801 -1.979 -0.818
Ru -0.874 1.554 -0.618
Se 4.820 2.260 3.139
Se -1.229 1.427 2.040
P 4.736 1.887 1.015
P 0.908 1.173 2.322
O 1.370 -0.585 -0.978
N -2.922 1.936 -0.957
N -4.405 3.606 -0.946
N -1.224 6.453 -1.118
N 1.007 1.702 -0.303
N 2.975 2.162 -0.962
N -0.871 -0.453 -0.770
N -0.792 3.698 -0.985
N 1.741 2.066 -1.317
N -5.030 2.439 -0.927
C 4.872 -0.734 -0.028
C -2.031 4.229 -0.982
C -5.346 -1.148 1.312
C 6.589 3.857 -1.993
C 2.174 3.149 5.661
C -4.618 -0.939 -3.022
C -7.342 -3.963 -0.233
C 7.577 -0.949 0.630
C -4.807 -2.836 -0.513
C -2.703 -0.708 -4.997
C 3.007 -2.233 2.969
C 1.476 3.737 3.040
C -0.007 5.935 -1.200
C 1.781 1.553 0.795
C 6.024 4.341 0.685
C -5.697 -2.305 0.422
C -3.128 3.296 -0.962
C -2.338 -1.272 -3.778
C 0.217 4.568 -1.102
C 7.037 5.018 -1.380
C 5.876 2.921 -1.269
C 5.605 3.167 0.074
C 3.073 1.844 0.342
C -8.719 -4.516 -0.106
C -3.982 -0.228 -5.214
C -4.142 1.434 -0.924
C 6.746 5.267 -0.048
C 1.795 2.121 4.815
C 1.855 4.754 3.893
C 5.537 0.312 0.601
C 1.317 -4.706 -1.069
C -0.161 -4.561 0.819
C -5.147 -3.970 -1.259
C -4.948 -0.358 -4.227
C -6.413 -4.514 -1.109
C 2.206 4.457 5.202
C 6.921 -1.996 -0.004
C -2.228 5.615 -1.007
C 2.660 -0.933 2.655
C 1.462 2.423 3.501
C -6.961 -2.868 0.531
C 1.348 -0.509 2.828
C 0.384 -1.375 3.331
C 2.046 -3.105 3.460
C -3.306 -1.350 -2.776
C -4.164 -4.587 -2.206
C 0.317 -2.597 -0.485
C 0.275 -1.123 -0.759
C 0.654 -5.313 -0.012
C -0.342 -3.207 0.580
C -0.960 -1.814 -3.603
C 6.884 0.205 0.940
C 5.577 -1.889 -0.327
C 1.169 -3.349 -1.288
C 0.742 -2.674 3.649
H 1.884 5.775 3.541
H -7.665 -2.445 1.233
H 4.023 -2.566 2.826
H 3.403 -0.241 2.280
H 3.828 -0.650 -0.303
H -0.948 -2.616 1.257
H 2.453 2.930 6.681
H 7.465 -2.893 -0.257
H 0.001 -3.353 4.040
H -4.064 -3.971 -3.102
H 7.089 6.176 0.423
H -0.617 -2.272 -4.528
H -6.042 2.416 -0.902
H -4.292 -0.862 1.212
H 1.708 -2.861 -2.085
H 8.626 -1.033 0.873
H -3.224 6.023 -0.939
H -9.418 -3.869 -0.637
H -6.682 -5.388 -1.682
H 5.075 -2.706 -0.826
H -0.633 -1.029 3.468
H -1.967 -0.653 -5.784
H -5.976 -0.285 1.099
H 5.804 4.521 1.731
H -3.179 -4.676 -1.737
H 2.316 -4.121 3.705
H 1.766 1.096 5.158
H -0.940 -2.562 -2.807
H -0.659 -5.023 1.659
H -0.264 -1.012 -3.346
H -5.954 -0.011 -4.398
H 2.507 5.252 5.867
H -4.379 0.390 -0.884
H 0.815 6.622 -1.346
H -4.239 0.216 -6.163
H -9.027 -4.548 0.936
H -5.518 -1.416 2.354
H 7.621 5.730 -1.943
H 5.531 2.008 -1.733
H -4.488 -5.577 -2.515
H 0.780 -6.371 0.164
H 1.183 3.952 2.017
H 1.221 4.170 -1.150
H 7.381 1.030 1.434
H -5.387 -1.101 -2.277
H 6.805 3.676 -3.035
H -8.795 -5.512 -0.529
H 1.955 -5.279 -1.726
*
```

---

Molecular formula: C3H5NOS
Method: DFT, ωB97M-V/def2-TZVPD

Values from the calculation:
ΔE to the lowest compared entry with this formula, charge and spin (kcal per mole): 79.2
SMILES: O/N=C/CC=S
Lowest unoccupied orbital energy (eV): -0.5
HOMO level (Ha): -0.32953

The geometry in ORCA input format:
```
! RIJCOSX wB97M-V def2-TZVPD def2/J DEFGRID3
* xyz 0 1
S -1.423 -2.041 1.060
O 0.907 2.870 -1.207
N 0.704 1.419 -1.363
C -0.467 -0.750 0.932
C 0.946 0.861 -0.234
C 0.623 -0.569 -0.189
H 1.414 -1.250 0.100
H 0.298 -0.872 -1.216
H 1.313 1.440 0.611
H 1.530 3.029 -1.943
H -0.586 0.174 1.627
*
```